The following is a quantum chemistry calculation of a structure of composition C13H17ClN2O4V, from the OMol25 dataset.

Results
- maximum force (Eh/bohr) = 0.1032
- total energy (eV) = -63121.219
- gap between HOMO and LUMO (alpha / beta) (Ha) = 0.2185 / 0.1368
- <S²> = 3.7937
- lowest unoccupied orbital energy (alpha / beta) (hartree) = -0.01511 / -0.16837
- relative energy (zero: lowest compared OMol25 entry of this formula, charge and spin) (kcal per mole) = 0.0

Structure (ORCA input):
```
! RIJCOSX wB97M-V def2-TZVPD def2/J DEFGRID3
* xyz 0 4
C -0.84613 -1.57540 -0.11278
H -1.88521 -3.22646 0.78785
H -2.20289 -1.97239 2.13486
C 0.47693 2.93264 -0.62498
H 2.84190 1.03751 -2.27718
H 0.71879 -4.09328 -2.60170
C -0.67189 -3.85023 -0.91841
N 0.02545 -1.22271 -1.06182
O 3.42668 0.61675 2.15576
C -0.57784 0.94143 -2.54749
O 1.25723 0.21630 3.02711
H -0.25331 3.50938 -0.05524
C 0.62977 -2.07998 -1.88140
O 1.69642 2.17194 1.69474
H 0.18603 0.08447 -2.41591
H -1.02053 2.74635 1.39895
N -0.98612 0.77872 0.64812
H 3.10397 1.44776 -0.60097
H -3.08222 -0.24471 3.71202
C 0.26526 -3.43162 -1.86572
C 2.45376 0.84014 -1.25278
H -1.63116 0.72004 -2.75554
C -2.12454 1.37983 2.63977
H 0.65104 3.19195 -1.70249
C -2.46743 0.05680 2.86648
C -1.35232 1.71585 1.52911
H -1.00693 -4.88377 -0.89224
V 0.24509 1.15309 -0.92231
H 1.41169 -1.71467 -2.55985
C -1.19359 -2.94539 -0.00235
C -1.31716 -0.54074 0.83238
C -2.02414 -0.91110 1.98274
H -0.09096 1.66007 -3.18710
O 1.65840 -0.05710 0.69688
H -2.43880 2.18025 3.30483
H 1.42628 2.83276 -0.07002
Cl 2.02372 0.74043 1.91456
H 2.67478 -0.20491 -1.01786
*
```

So, what does the natural (NBO) scheme give us? The charges, in e, come out as:
1 C 0.16
2 H 0.21
3 H 0.22
4 C -0.98
5 H 0.17
6 H 0.23
7 C -0.19
8 N -0.47
9 O -0.80
10 C -0.92
11 O -0.84
12 H 0.20
13 C 0.09
14 O -0.85
15 H 0.26
16 H 0.23
17 N -0.55
18 H 0.22
19 H 0.23
20 C -0.22
21 C -0.89
22 H 0.25
23 C -0.16
24 H 0.25
25 C -0.25
26 C 0.19
27 H 0.23
28 V 1.16
29 H 0.22
30 C -0.17
31 C 0.18
32 C -0.09
33 H 0.24
34 O -0.83
35 H 0.23
36 H 0.30
37 Cl 2.51
38 H 0.21

The following is a quantum chemistry calculation of a structure of composition C40H63MoN5O13S4SeSi, from the OMol25 dataset.

Results
- maximum force (Eh/bohr) = 0.0247
- total energy (eV) = -194998.425
- gap between HOMO and LUMO (alpha / beta) (Ha) = 0.2385 / 0.2304
- <S²> = 2.0116
- lowest unoccupied orbital energy (alpha / beta) (hartree) = -0.01666 / -0.02478
- relative energy (zero: lowest compared OMol25 entry of this formula, charge and spin) (kcal per mole) = 0.0

Structure (ORCA input):
```
! RIJCOSX wB97M-V def2-TZVPD def2/J DEFGRID3
* xyz 0 3
O 3.81466 1.58013 -4.62505
C -1.60305 1.63668 -5.15614
C 4.87339 -0.88494 2.18151
C 5.38289 3.12031 -3.80976
H 2.29279 4.04356 3.61582
H 4.88417 -1.07456 1.10826
C -4.01529 -4.51254 -3.84573
H 3.02917 1.08338 -4.35630
C -2.71432 3.13517 0.33443
H 0.16105 3.98428 5.13910
H -5.86504 -3.56387 -4.57861
H 1.41352 0.85390 3.57430
H 2.41826 2.89977 2.26500
H -3.05958 5.19598 0.88402
N 0.49477 0.79868 -1.99785
H -2.28468 -2.00436 3.95882
C 2.44015 -6.63149 0.95140
C -0.43460 0.92482 -2.90823
H -3.62374 1.49465 -4.35249
H 1.41351 4.34090 2.10830
C 4.44190 0.56004 2.49176
H 5.16901 2.58477 2.11755
C 3.86736 2.07197 -2.26091
C -2.32433 0.52030 5.20502
H 3.54173 0.04991 4.40695
H -4.82995 2.73767 0.25027
C -2.66059 -2.98130 -4.76922
C 3.15648 0.74737 1.80770
H -0.63122 3.58474 -0.04413
H 5.87735 -1.02401 2.58405
H 6.72935 4.55136 -2.98186
O 3.53937 -2.40566 -1.51775
H -4.32208 0.65942 2.39710
H 2.57224 -7.50085 1.58082
H -4.87531 -2.02760 -0.98439
H -1.69182 2.44828 -5.87761
C -4.01264 0.91545 3.40702
O 2.07314 -3.52426 -3.11943
N 1.60393 1.52753 -2.48195
C 1.74511 3.56814 2.80118
H -5.20955 -1.83427 -6.46614
H -4.26850 -5.39014 -3.28119
C 5.46748 1.55250 1.93347
C -3.02952 -2.43038 0.06393
H -0.42784 4.73976 3.65412
H -1.66375 0.66951 -5.65564
C -3.18770 -1.39710 3.90146
H -3.92482 2.14301 -1.14629
O -1.73644 0.19516 2.87911
H 5.74287 3.22368 -4.82357
C 2.13785 -4.37341 -0.66183
C -2.87625 4.23918 1.37415
H -5.08866 -2.33596 0.74069
H -1.76092 4.35578 -1.16737
H 5.22775 0.57889 4.47822
C 1.96625 -5.44831 1.49658
O -0.23266 2.40252 2.22247
H 3.13261 -7.60561 -0.82482
C 5.93091 3.85166 -2.77266
C -2.81418 0.07850 3.83167
H 4.01695 2.70705 -0.23482
C 4.33425 2.23799 -3.56402
C 2.60127 -5.56785 -1.19717
O 1.39296 -2.98968 2.90108
H -3.77611 1.97959 3.42673
O 2.16494 -1.80008 0.90972
S 0.00877 1.80283 -4.35992
H -4.41736 -0.78989 0.19053
H -0.95827 -3.95105 -2.96121
O 1.09995 -2.03652 -1.48373
C 2.72290 1.17309 -1.96299
C 2.75329 -6.68888 -0.39428
C -1.54900 -4.72501 -3.43160
C 0.53582 2.81972 3.35048
O -0.09644 -2.57179 0.98728
C -4.01561 2.96398 -0.43783
C -0.31071 3.79034 4.17580
H -1.99623 1.55824 5.19390
H -1.88163 -5.44902 -2.68894
N 2.17486 0.75938 1.20499
H -2.64641 -2.43485 1.08101
C 0.96172 1.62839 4.19595
H -3.79959 -1.58507 4.78426
C 4.42112 2.82315 -1.23185
O -0.39221 0.26373 0.64234
H 1.68365 1.94470 4.94993
H -3.54782 -1.19099 -6.39983
H -2.60367 2.74379 -3.59605
C -4.39385 -1.53718 -5.80832
H -1.40867 2.62563 -1.30871
H -1.97471 4.32377 1.97474
H -3.75494 -1.69717 3.02789
C 1.80964 -4.32748 0.69624
H -4.84225 0.72914 4.09031
H -4.26043 3.87887 -0.97823
H 5.61188 1.41202 0.86403
C 4.26436 0.75603 4.00059
H 6.41675 1.37322 2.43804
H -3.01840 -3.46386 -0.28208
O -2.50069 1.88989 1.01029
C -4.79765 -3.61878 -4.47955
Mo 1.12604 -0.41889 -0.25610
H -3.71858 4.02019 2.03097
H 4.19662 -1.60183 2.64439
Se -1.15776 -2.10228 -5.35139
H 3.94001 1.76877 4.23815
H -1.50042 -0.11071 5.53811
N -3.95823 -2.67621 -5.03563
H -1.30364 3.37768 4.35194
H 2.84354 -5.60119 -2.24979
Si -1.21096 1.20158 1.72175
C -2.60951 1.74730 -4.04143
H -0.94288 -5.21095 -4.19418
S 2.26180 -2.98741 -1.80792
H -3.13666 0.43174 5.92668
C 5.44965 3.71538 -1.47519
H 0.11191 1.18540 4.70003
H 5.86892 4.30109 -0.66865
S -2.12991 0.52197 -2.78965
O 2.83315 0.19304 -1.11776
H -4.73114 -0.73255 -5.15221
S 1.23349 -2.85065 1.48368
C -1.55508 3.44457 -0.60487
O -2.15427 -1.69900 -0.76910
N -2.71200 -4.10710 -4.01941
C -4.43909 -1.86370 0.00082
H 1.71219 -5.37297 2.54398
H -1.72157 -1.03136 -0.22157
*
```

Here are the Mulliken charges for atoms 1 to 99, given in e:
1 O -0.69
2 C -0.35
3 C -1.71
4 C -0.78
5 H 0.42
6 H 0.34
7 C -0.49
8 H 0.38
9 C 2.14
10 H 0.46
11 H 0.50
12 H -0.33
13 H 0.02
14 H 0.55
15 N 0.30
16 H 0.28
17 C -0.68
18 C -0.29
19 H 0.56
20 H 0.32
21 C 2.33
22 H 0.38
23 C 0.06
24 C -1.90
25 H 0.38
26 H 0.36
27 C -0.20
28 C -0.02
29 H -0.08
30 H 0.54
31 H 0.38
32 O -0.65
33 H 0.05
34 H 0.41
35 H 0.32
36 H 0.49
37 C -1.34
38 O -0.72
39 N -0.81
40 C -1.40
41 H 0.39
42 H 0.44
43 C -1.79
44 C 0.08
45 H 0.42
46 H -0.03
47 C -1.53
48 H 0.12
49 O 1.40
50 H 0.46
51 C -0.40
52 C -1.75
53 H 0.39
54 H 0.68
55 H 0.52
56 C -0.69
57 O 1.53
58 H 0.41
59 C -0.41
60 C 1.89
61 H 0.65
62 C 0.81
63 C -1.00
64 O -0.80
65 H 0.16
66 O -0.18
67 S -0.07
68 H 0.05
69 H 0.16
70 O -0.02
71 C 0.23
72 C -0.69
73 C -0.86
74 C 1.69
75 O -0.34
76 C -1.68
77 C -1.92
78 H 0.30
79 H 0.32
80 N -0.25
81 H -0.03
82 C -0.42
83 H 0.47
84 C -0.25
85 O 3.73
86 H 0.67
87 H 0.31
88 H 0.25
89 C -0.91
90 H -0.11
91 H 0.06
92 H 0.18
93 C -0.10
94 H 0.56
95 H 0.36
96 H 0.40
97 C -1.83
98 H 0.50
99 H 0.42

The following is a quantum chemistry calculation of the molecule C5H9N3, from the OMol25 dataset.

Results
- maximum force (Eh/bohr) = 0.0427
- total energy (eV) = -9796.132
- gap between HOMO and LUMO (alpha / beta) (Ha) = 0.3003 / 0.3004
- lowest unoccupied orbital energy (alpha / beta) (hartree) = -0.01212 / -0.01209
- relative energy (zero: lowest compared OMol25 entry of this formula, charge and spin) (kcal per mole) = 123.0

Structure (ORCA input):
```
! RIJCOSX wB97M-V def2-TZVPD def2/J DEFGRID3
* xyz 0 1
N 0.64887 0.30576 -0.28374
N -2.53328 -1.16307 1.05676
C -1.72581 -0.59785 0.13234
H -3.53320 -1.12245 0.94673
H 1.54720 1.94112 -1.22061
C 1.69668 -0.67840 -0.59276
C -1.57280 -0.39266 -1.10537
H -1.71610 -0.17845 -2.13594
H 1.28694 -1.68637 -0.55836
H 2.04542 1.76867 0.45174
H -2.18858 -1.02952 2.00306
H 2.54245 -0.63046 0.10093
C -0.15758 -0.06402 0.85811
N -0.05485 -0.03341 2.04424
C 1.19122 1.66994 -0.22454
H 0.41963 2.36031 0.11127
H 2.10379 -0.46915 -1.58387
*
```

So, what does the natural (NBO) scheme give us? The charges, in e, come out as:
1 N -0.48
2 N -0.80
3 C 0.03
4 H 0.39
5 H 0.20
6 C -0.40
7 C -0.11
8 H 0.23
9 H 0.22
10 H 0.19
11 H 0.41
12 H 0.18
13 C 0.34
14 N -0.42
15 C -0.40
16 H 0.21
17 H 0.20

The following is a quantum chemistry calculation of a cluster of 2 separate species, C3H4ClNO in total, from the OMol25 dataset.

Results
- SMILES string = O/N=C/Cl.C#C
- maximum force (Eh/bohr) = 0.1049
- total energy (eV) = -19230.789
- gap between HOMO and LUMO (Ha) = 0.3924
- lowest unoccupied orbital energy (hartree) = 0.02985
- relative energy (zero: lowest compared OMol25 entry of this formula, charge and spin) (kcal per mole) = 115.0

Structure (ORCA input):
```
! RIJCOSX wB97M-V def2-TZVPD def2/J DEFGRID3
* xyz 0 1
H -0.87145 -0.00930 -1.43198
N -1.15789 1.32792 0.16401
H 2.47921 -1.67807 -0.52766
C -1.20436 0.21536 -0.41380
H 0.64968 -0.79578 2.05374
C 1.71343 -1.51891 0.26144
O -0.38641 2.35073 -0.33090
H 0.02227 2.19133 -1.10327
C 0.92769 -1.10540 1.07743
Cl -2.17218 -0.97788 0.25100
*
```

So, what does the natural (NBO) scheme give us? The charges, in e, come out as:
1 H 0.18
2 N -0.11
3 H 0.25
4 C -0.04
5 H 0.24
6 C -0.25
7 O -0.53
8 H 0.45
9 C -0.25
10 Cl 0.05